[1]
22
Properties=species:S:1:pos:R:3:forces:R:3:lowdin_charge:R:1 method="wB97M-V/def2-TZVPD" homo_ha=-0.2729 relative_energy_kj_mol=280.49 orbital_gap_ha=0.20399 e_lumo_ev=-1.88
C 0.45179 -0.07046 1.01148 -0.264 0.087 0.299 -0.102
C 1.31903 0.21538 2.10796 0.432 -0.308 -0.029 -0.497
C 0.73520 -0.83945 -0.08682 -0.464 0.259 0.207 -0.521
C -1.75722 1.01705 -0.57312 -0.517 -0.476 -1.534 -0.852
C -0.37022 -0.65918 -1.27389 0.038 -0.178 -0.413 -0.795
C 2.63262 -0.53237 2.14918 0.003 0.168 0.338 -0.020
C -2.57498 2.10179 -0.00192 0.005 0.080 0.188 -0.099
C -0.12873 -1.57759 -2.43665 0.011 0.051 -0.186 -0.117
O 1.65361 -1.58290 -0.39179 0.445 -0.365 -0.320 0.014
O 1.01362 1.04189 2.95695 0.015 0.218 0.360 0.008
S -2.06404 -0.66613 -0.57214 0.529 1.038 0.225 1.067
S -0.43654 1.14216 -1.64716 -0.548 -0.139 0.744 1.066
H -0.46901 0.49060 1.06968 0.158 -0.081 0.156 0.050
H 3.17278 -0.28465 3.05934 -0.014 0.075 0.042 0.077
H 3.22598 -0.26144 1.27890 0.087 -0.075 -0.095 0.082
H 2.45386 -1.60299 2.10161 0.046 -0.101 -0.086 0.081
H -2.15109 2.42323 0.95288 0.081 -0.064 0.045 0.110
H -3.59539 1.76529 0.17744 0.029 -0.006 -0.003 0.092
H -2.58037 2.96787 -0.66375 0.013 -0.040 -0.013 0.093
H -0.60719 -1.21992 -3.34571 -0.129 -0.034 -0.018 0.079
H -0.51081 -2.56990 -2.20167 0.075 -0.073 0.019 0.094
H 0.94602 -1.66002 -2.59576 -0.029 -0.037 0.074 0.090



[2]
21
Properties=species:S:1:pos:R:3:forces:R:3:lowdin_charge:R:1 method="wB97M-V/def2-TZVPD" homo_ha="-0.2751 / -0.2758" relative_energy_kj_mol=592.92 orbital_gap_ha="0.27351 / 0.29589" e_lumo_ev="-0.04 / 0.55"
C -1.74398 -1.81241 2.70824 1.080 2.016 -3.773 -0.005
C -0.97327 -2.17460 1.52806 -1.574 3.505 0.918 0.019
C -2.08914 -0.51435 2.40006 0.084 -2.224 0.933 -0.142
C -0.95113 -1.07015 0.68129 -0.660 -1.280 0.812 -0.292
C -0.01705 -1.65961 -1.58993 0.319 -0.515 -0.752 -0.012
C -0.42744 -0.91982 -0.59533 0.624 0.727 -0.787 -0.035
C 1.18317 2.20129 -1.78616 0.852 0.760 -2.541 -0.233
C 0.92013 1.38976 -0.60363 -0.810 -1.089 0.078 -0.191
O -1.69407 -0.03927 1.22838 0.991 -1.132 -0.173 0.062
O 1.66182 3.54309 -1.51649 -0.989 -0.149 -2.260 -0.053
O 1.87692 0.61282 -0.02530 1.880 0.066 -1.796 -0.019
H -2.02350 -2.45132 3.48195 -0.334 -0.477 1.258 0.083
H -0.52508 -3.06765 1.38858 1.449 -2.583 -0.725 0.076
H -2.62908 0.12520 2.96765 -1.626 1.987 1.554 0.089
H 0.61310 -1.22426 -2.36801 -0.172 -0.056 0.046 0.049
H -0.21368 -2.74114 -1.73872 -0.130 0.602 0.344 0.071
H 2.05887 1.75020 -2.30049 -0.626 -0.276 -0.245 0.114
H 0.36439 2.41100 -2.56586 0.828 -1.024 1.442 0.149
H 0.21407 1.75035 0.08784 -0.743 0.242 0.929 0.097
H 1.86223 3.54642 -0.62794 0.877 0.402 3.122 0.027
H 2.53271 0.34442 -0.75418 -1.318 0.498 1.618 0.147



[3]
25
Properties=species:S:1:pos:R:3:forces:R:3:lowdin_spin:R:1 method="wB97M-V/def2-TZVPD" homo_ha="-0.7567 / -0.7770" s2=6.02 multiplicity=5 charge=+3 relative_energy_kj_mol=20.58 orbital_gap_ha="0.32154 / 0.17956" e_lumo_ev="-11.84 / -16.26"
Rh -0.12639 2.43799 0.42858 -0.033 1.808 -3.809 1.384
C -0.10788 2.56133 2.25247 0.731 -1.318 9.369 0.125
O 0.00089 2.47553 3.40444 -0.535 0.701 -4.210 0.100
C -0.12201 3.80060 -1.05447 -0.121 4.777 -5.602 0.099
O -0.14535 4.60461 -1.90294 0.146 -4.016 4.402 0.037
C -1.91221 1.72782 -0.25732 -4.687 -2.233 -2.225 0.102
O -2.93170 1.40577 -0.71991 4.605 1.578 2.190 0.038
C 1.64378 1.62405 -0.21005 3.842 -2.564 -2.445 0.102
O 2.58257 1.18546 -0.74253 -3.995 2.033 2.452 0.031
C -0.09700 -1.11182 -3.09330 0.419 -5.684 2.652 0.462
H 0.82992 -1.60642 -2.80022 0.162 0.169 -0.537 0.016
H -0.96302 -1.64265 -2.70394 -0.341 0.201 -0.399 0.017
C -0.14616 0.06040 -3.68442 -0.286 5.064 -0.734 0.467
H -1.05567 0.62414 -3.69321 -0.783 -0.007 -0.879 0.018
H 0.72823 0.67323 -3.73213 0.781 0.092 -0.807 0.018
C 0.26043 -1.51825 3.17767 -0.050 1.239 -0.116 0.063
S -0.17913 -0.98613 1.49326 -0.300 -2.280 1.003 0.288
C 0.49735 -2.43626 0.63947 0.044 0.770 -0.451 0.057
O -1.66303 -0.99820 1.32768 0.387 0.460 -0.098 0.560
H 1.26746 -1.89019 3.11866 0.537 -0.089 -0.064 0.002
H -0.43507 -2.28156 3.47126 -0.523 -0.415 0.013 0.006
H 0.20878 -0.65057 3.80675 -0.071 0.301 0.551 0.001
H 0.69850 -3.18258 1.39293 -0.029 -0.273 0.137 0.010
H -0.23980 -2.76205 -0.07380 -0.320 -0.202 -0.242 0.000
H 1.40652 -2.11424 0.15509 0.418 -0.111 -0.150 0.000



[4]
22
Properties=species:S:1:pos:R:3:forces:R:3:lowdin_charge:R:1 method="wB97M-V/def2-TZVPD" homo_ha=-0.2940 relative_energy_kj_mol=309.10 orbital_gap_ha=0.30054 smiles="C=C[C@H]1C=CC=C[C@@H]1B(O)O" e_lumo_ev=0.18
C -2.79671 -1.26650 0.11066 0.238 -1.042 1.520 -0.007
C -1.79461 -0.45838 0.51733 0.331 -3.550 -2.888 -0.116
C -0.38909 -0.52622 -0.15192 -2.019 2.269 -1.170 -0.285
C -0.45301 0.53132 -1.27243 0.699 1.371 -0.569 -0.049
C -0.03770 1.79614 -1.00059 -0.707 1.007 -3.237 -0.110
C 0.41453 2.18439 0.31060 0.685 1.302 0.035 -0.106
C 0.78338 1.24739 1.15875 -0.989 -1.884 -1.122 -0.062
C 0.75094 -0.20635 0.80426 0.185 -0.466 -2.204 -0.156
B 2.08980 -0.69273 0.07428 0.244 1.610 0.497 -0.655
O 2.12038 -1.85536 -0.60965 2.925 -2.688 -1.069 0.151
O 3.16016 0.16956 0.13803 -1.106 0.048 0.911 0.189
H -3.70560 -1.52179 0.81264 1.617 0.947 -1.890 0.089
H -2.52456 -1.98192 -0.70926 -0.798 0.671 0.718 0.065
H -1.87511 0.10112 1.35880 -0.259 1.884 2.351 0.067
H -0.21855 -1.39031 -0.75538 -0.168 -1.299 0.466 0.113
H -0.80716 0.25393 -2.31403 0.346 0.294 1.555 0.128
H -0.06783 2.64815 -1.84554 -0.007 -2.141 1.957 0.141
H 0.60503 3.25229 0.54968 -0.555 -0.824 -0.136 0.118
H 0.98625 1.40483 2.13513 1.171 1.129 2.913 0.081
H 0.63372 -0.92571 1.57232 -0.113 -0.267 1.615 0.136
H 3.05552 -2.30592 -0.83980 -3.275 1.913 0.832 0.193
H 3.77865 -0.06157 -0.51879 1.555 -0.284 -1.085 0.075



[5]
23
Properties=species:S:1:pos:R:3:forces:R:3:lowdin_charge:R:1 method="wB97M-V/def2-TZVPD" homo_ha="0.0197 / 0.0198" charge=-1 relative_energy_kj_mol=0.00 orbital_gap_ha="0.10307 / 0.10296" e_lumo_ev="3.34 / 3.34"
C -0.79610 -1.67692 -1.73779 -0.131 0.678 -0.571 -0.230
C -0.04040 -0.75172 -2.52906 -0.941 -0.112 0.399 -0.183
C -0.61122 0.53780 -2.36666 -0.834 -0.531 -0.034 -0.169
C -1.73299 0.42172 -1.48293 0.374 -0.235 -0.652 -0.175
C -1.85595 -0.94928 -1.09221 0.734 0.293 -0.396 -0.191
Be -0.02050 -0.28553 -0.11884 -0.267 0.225 0.429 0.047
P 1.52701 -1.70352 0.70223 -0.251 1.260 -0.136 0.745
H -0.73026 -2.76333 -1.80459 0.209 0.352 0.340 0.085
H 0.72091 -1.02829 -3.25222 0.127 0.126 0.431 0.083
H -0.35713 1.42532 -2.93906 0.184 -0.116 0.396 0.079
H -2.74212 -1.39854 -0.64739 0.474 0.163 0.280 0.087
H -2.49144 1.19197 -1.32102 0.553 -0.207 0.307 0.093
H 2.66850 -1.03945 1.23254 -0.310 -0.480 -0.077 -0.117
H 2.13475 -2.77606 -0.00628 0.135 -0.130 0.509 -0.141
H 1.08776 -2.33003 1.90068 0.189 -0.667 -0.186 -0.146
S 1.66837 2.51436 2.45676 0.460 0.647 1.602 0.705
C -0.00503 2.13584 2.88208 -0.829 -0.365 -0.090 -0.471
C -0.55805 1.27661 1.97667 0.972 0.726 -0.535 -0.283
N 0.27868 0.99653 0.89344 -1.762 -2.265 0.085 -0.259
C 1.51954 1.55535 1.04879 0.645 0.320 -1.783 -0.689
H -0.47901 2.53434 3.78063 0.284 -0.309 -0.313 0.034
H -1.53631 0.78539 2.04309 0.420 0.395 -0.163 0.093
H 2.35100 1.32744 0.38115 -0.435 0.230 0.156 0.002



[6]
25
Properties=species:S:1:pos:R:3:forces:R:3:lowdin_spin:R:1 method="wB97M-V/def2-TZVPD" homo_ha="-0.3175 / -0.4311" s2=2.04 multiplicity=3 charge=+1 orbital_gap_ha="0.18970 / 0.20813" e_lumo_ev="-3.48 / -6.07"
C -3.74132 -1.01920 -0.10040 1.587 3.118 0.645 0.266
C -2.89451 0.10761 0.29954 0.752 -4.154 -0.924 0.030
C -1.53144 -0.52843 0.53260 -3.074 1.746 1.575 0.051
C -3.66201 2.45121 0.32053 0.410 0.123 -1.544 0.394
C -0.38135 0.17569 1.14423 -1.460 -0.441 0.812 0.055
C 0.12978 0.75946 -0.08751 1.843 3.196 2.445 0.580
C 3.30225 -0.45090 -1.34713 -0.981 -1.490 -2.965 0.001
C 2.09756 -0.80092 -0.53264 -0.303 -2.923 -0.322 0.011
N -1.46390 -1.79099 0.44621 -0.379 -2.019 -1.156 -0.012
N -3.26482 1.35366 0.38159 0.479 -0.853 0.776 0.154
N 1.58085 0.51944 -0.07417 0.607 1.747 -3.770 0.075
O 2.39588 -1.52079 0.67254 0.314 0.374 -0.701 0.003
S -2.88979 -2.43293 -0.12366 1.033 -1.116 0.404 0.167
Br 0.03616 2.78414 0.02522 -0.283 -1.323 -0.783 0.135
H -4.62868 -0.88443 -0.62819 -1.519 0.037 -0.456 0.017
H -3.99045 3.39661 0.54928 -0.775 1.504 0.958 0.048
H -0.74029 0.87769 1.91807 0.316 -0.069 -0.482 0.009
H 0.26257 -0.58103 1.62721 -0.085 0.356 -0.447 0.002
H 2.83492 0.00313 -2.31408 1.568 -0.362 1.534 0.000
H 3.99350 0.10404 -0.79552 0.753 1.865 0.747 0.000
H 3.96031 -1.29961 -1.62564 -1.022 -0.017 -0.162 0.000
H 1.27309 -1.37127 -1.18016 1.639 1.258 1.712 0.002
H 1.98547 1.27693 -0.74846 -0.419 -1.498 1.758 0.001
H 1.97354 0.57387 0.85089 0.159 0.672 0.819 0.010
H 3.36267 -1.70299 0.78963 -1.161 0.268 -0.473 0.000



Max |F| (computed, eV/A): 1.69, 4.41, 9.49, 4.59, 2.87, 4.43